Below is 3 unconnected molecules or ions with the total composition C10H25N4O, with properties calculated with wB97M-V/def2-TZVPD.

Geometry as XYZ:
```
40
Properties=species:S:1:pos:R:3:forces:R:3:mulliken_charge:R:1
C 1.78132 3.14023 0.17029 -3.14 -1.21 0.15 0.726
C 0.70651 -1.79035 2.18473 -2.23 -1.99 -3.61 -1.399
C -3.49604 0.12460 1.88218 -0.43 -2.66 -0.34 -1.205
C -3.71761 0.16593 -2.56975 2.25 1.47 -0.23 -1.168
C 4.10499 0.53835 -1.20701 -1.35 0.06 2.80 -1.328
C 3.52203 -1.55969 -0.04232 -0.92 -1.74 0.25 -0.825
C 0.32017 -1.51153 0.69599 1.81 0.37 2.34 -0.541
C -3.74995 -0.09388 0.43059 4.59 0.52 -2.00 -0.646
C -2.43847 0.00552 -1.69886 0.03 -4.81 0.41 -0.631
C 1.86825 0.29290 -0.30061 -0.95 2.26 0.56 0.044
N 2.99032 3.13199 0.56668 3.65 -1.23 1.03 -0.356
N 0.77217 -0.20848 0.26199 0.02 0.71 -0.72 0.087
N 3.05247 -0.24855 -0.45311 0.81 -0.43 -0.23 0.044
N -2.51056 0.40813 -0.32413 1.09 3.23 0.61 -0.207
O 0.64271 3.33218 0.03821 2.78 0.17 -0.02 -0.213
H 0.47156 -0.93291 2.64412 -0.37 3.02 2.37 0.437
H 0.01321 -2.54768 2.46043 -0.88 -0.59 0.68 0.406
H 1.59709 -2.23836 2.38850 3.00 -0.48 0.35 0.417
H -4.39256 -0.28533 2.30389 -0.45 0.16 1.18 0.415
H -2.65549 -0.46618 2.24387 0.08 0.06 0.02 0.208
H -3.35726 1.14178 2.10485 0.02 1.31 0.30 0.341
H -3.52747 -0.28012 -3.54036 -0.04 0.01 -0.21 0.426
H -4.51035 -0.37520 -2.11523 -0.89 -0.06 0.36 0.294
H -3.90610 1.26050 -2.71627 -0.32 -0.94 0.16 0.296
H 4.90155 1.02019 -0.50640 -1.30 -0.78 -1.45 0.304
H 4.47873 -0.14146 -1.88840 1.69 -1.34 -1.13 0.509
H 3.47509 1.13724 -1.81406 0.06 1.62 -0.25 0.434
H 4.02925 -2.09427 -0.83820 0.08 0.22 -0.49 0.314
H 4.26674 -1.41727 0.71700 0.26 -0.18 0.74 0.336
H 2.72557 -2.30913 0.28056 0.92 1.54 -0.13 0.224
H 0.63283 -2.25712 0.04330 0.36 -1.44 -1.21 0.519
H -0.72200 -1.42481 0.72587 -1.61 -0.11 -0.44 0.081
H -4.45881 0.55231 0.10592 -3.04 1.46 -0.78 0.506
H -3.85072 -1.06172 -0.09177 -0.40 -0.11 1.35 0.426
H -1.44232 0.22935 -2.10355 -0.60 0.65 -0.34 0.451
H -2.28750 -1.22654 -1.54525 -0.47 2.61 -0.79 0.248
H 3.51440 2.13834 0.55636 -1.78 2.89 -0.23 0.323
H 3.54798 3.95670 1.01745 -1.77 -1.61 -1.18 0.323
H -0.06080 0.38617 0.23715 0.62 0.22 -0.25 0.127
H -2.33093 1.50819 -0.30464 -1.16 -2.89 0.37 0.253
```
Positions in Å, forces in eV/Å.

Summary:
highest occupied orbital energy (spin up / spin down): -11.06 / -11.06 eV
total energy: -18771.58703 eV
gap between HOMO and LUMO (spin up / spin down): 6.755 / 6.756 eV
net charge: +1
maximum force: 5.035 eV/A
ΔE to the lowest compared entry with this formula, charge and spin: 6.481 eV